Entry 1:
{
  "formula": "C26H71HfN21O21",
  "method": "ωB97M-V with the def2-TZVPD basis set",
  "gap_ev": 7.66,
  "lumo_energy_ev": -5.152,
  "e_tot_ha": -3811.33435,
  "mol_weight_g_mol": 1192.470,
  "charge": 2,
  "max_force_ev_per_a": 4.26,
  "species": ["Hf", "C", "C", "C", "O", "C", "C", "C", "O", "O", "O", "H", "H", "C", "O", "N", "N", "H", "H", "H", "H", "C", "O", "N", "N", "H", "H", "H", "H", "C", "O", "N", "N", "H", "H", "H", "H", "C", "O", "N", "N", "H", "H", "H", "H", "C", "O", "N", "N", "H", "H", "H", "H", "C", "O", "N", "N", "H", "H", "H", "H", "C", "O", "N", "N", "H", "H", "H", "H", "C", "O", "N", "N", "H", "H", "H", "H", "C", "O", "N", "N", "H", "H", "H", "H", "C", "O", "N", "N", "H", "H", "H", "H", "C", "C", "C", "O", "C", "N", "H", "H", "H", "H", "H", "H", "H", "H", "H", "H", "H", "C", "C", "O", "O", "H", "H", "H", "H", "H", "H", "C", "C", "O", "O", "H", "H", "H", "H", "H", "H", "C", "C", "O", "O", "H", "H", "H", "H", "H", "H"],
  "positions_angstrom": [[-2.2489, -1.3610, -0.9101], [0.9533, 0.8611, 2.2825], [0.2432, 0.1910, 1.3529], [-0.5638, 0.9255, 0.4220], [-1.4662, 0.2519, -0.1891], [-0.5326, 2.2857, 0.2442], [0.3304, 3.1154, 1.0714], [1.3412, 2.2296, 1.9751], [2.3446, 2.7691, 2.4927], [0.4249, 4.3303, 1.1286], [0.1191, -1.1381, 1.3792], [1.2766, 0.2687, 3.0908], [-1.0893, 2.8275, -0.4949], [-3.5855, -2.0185, -3.9961], [-2.8082, -1.4866, -3.1214], [-3.3926, -1.6224, -5.2969], [-4.4749, -3.0012, -3.6666], [-3.6421, -2.2878, -5.9775], [-2.6258, -1.0744, -5.5362], [-5.2143, -3.2081, -4.2714], [-4.3909, -3.3248, -2.6964], [-3.1583, 1.0147, 4.0448], [-3.3978, 0.0714, 3.2931], [-3.2195, 0.8198, 5.3341], [-3.0666, 2.3372, 3.6349], [-3.5806, -0.0647, 5.6408], [-2.9370, 1.4791, 6.0809], [-3.1654, 3.1978, 4.1118], [-2.9028, 2.5818, 2.6721], [-0.7839, -4.2988, -1.2212], [-1.8414, -3.6525, -1.3631], [-0.2031, -4.8757, -2.2574], [-0.1723, -4.2335, -0.0396], [0.2830, -5.7546, -2.0632], [-0.9023, -4.9570, -2.9670], [0.8218, -4.4116, 0.0117], [-0.4260, -3.5919, 0.7408], [4.3458, 0.0490, -1.7274], [3.7374, 0.5167, -2.6802], [5.4606, -0.6339, -1.8997], [3.8536, 0.2460, -0.4122], [5.9848, -1.0623, -1.1710], [5.6323, -0.9535, -2.8293], [3.1870, 0.9643, -0.4216], [4.4279, -0.0360, 0.3941], [-1.2243, 5.5177, 4.5147], [-2.3209, 5.7976, 4.1715], [-0.1242, 5.4657, 3.7111], [-1.0834, 5.0818, 5.7996], [0.6676, 4.9115, 3.8335], [-0.2293, 5.5706, 2.7456], [-1.7542, 5.2524, 6.4789], [-0.1609, 4.8452, 6.1676], [2.5848, -0.5307, -6.0250], [2.1158, -1.2303, -5.1158], [2.8762, -0.9911, -7.2558], [2.8399, 0.7955, -5.9256], [3.3153, -0.3491, -7.9297], [2.6406, -1.9376, -7.4754], [3.5242, 1.0874, -6.5874], [3.0239, 1.0990, -5.0103], [0.7803, -1.0655, -2.0992], [-0.2607, -1.6886, -1.6915], [0.8482, 0.3121, -2.0386], [1.8583, -1.7323, -2.5470], [1.6646, 0.7563, -2.4350], [-0.0476, 0.7301, -2.0895], [2.4912, -1.2928, -3.1890], [1.7139, -2.7386, -2.5834], [6.3911, 0.4002, 2.4423], [6.6965, -0.8274, 2.4857], [5.2191, 0.8896, 3.0181], [7.1724, 1.3628, 1.8241], [5.2741, 1.8454, 3.4077], [4.8115, 0.2699, 3.6813], [7.8353, 1.0501, 1.1621], [6.7594, 2.2521, 1.6697], [-4.0433, 4.8911, 1.4675], [-4.6857, 4.2266, 0.6652], [-4.6987, 5.3976, 2.5291], [-2.6636, 4.9440, 1.4416], [-5.5136, 5.8883, 2.1484], [-4.2104, 6.0801, 3.1429], [-2.0782, 5.4951, 2.0499], [-2.1359, 4.4090, 0.7754], [-4.4806, 0.9571, -0.5610], [-4.0916, -0.1885, -1.0117], [-4.6881, 2.0117, -1.3257], [-4.7638, 1.0923, 0.7011], [-4.9317, 2.8334, -0.7807], [-4.6153, 2.0250, -2.3409], [-4.9514, 2.0344, 1.0301], [-4.2268, 0.4749, 1.4020], [-3.1468, 2.4618, -6.0108], [-3.1166, 2.4082, -4.4024], [-2.4505, 3.7091, -3.9337], [-1.5145, 3.2504, -2.8910], [-0.6746, 4.3810, -2.5746], [-4.5227, 2.3632, -3.9686], [-3.9814, 1.9451, -6.5026], [-2.2031, 2.1077, -6.4356], [-3.2622, 3.5036, -6.2402], [-2.5564, 1.5967, -3.9996], [-3.2224, 4.3712, -3.6354], [-1.8388, 4.1308, -4.7501], [-1.2790, 5.0537, -1.9495], [-0.4599, 4.9607, -3.4911], [0.2185, 4.0735, -2.1199], [-5.2068, 1.8524, -4.6049], [-4.9454, 3.2838, -3.9940], [7.6497, -5.3715, 2.9587], [6.6251, -5.0408, 4.0107], [5.8584, -6.1729, 4.4324], [7.0160, -6.0495, 1.8547], [8.3795, -5.9827, 3.4588], [8.1379, -4.4887, 2.5513], [5.9651, -4.2914, 3.5950], [7.1839, -4.5541, 4.8300], [6.4228, -6.8182, 4.8377], [6.3900, -6.7268, 2.1589], [-3.9993, -3.6814, 0.4583], [-3.1886, -2.9609, 1.4969], [-2.2457, -2.1442, 0.8984], [-4.2188, -2.6950, -0.5817], [-4.9713, -4.0269, 0.8673], [-3.3562, -4.4084, 0.0466], [-2.9090, -3.7583, 2.2005], [-3.8372, -2.2779, 2.0001], [-0.8384, -1.4035, 1.5794], [-4.7662, -1.9564, -0.2626], [2.4601, -3.8451, 4.1382], [1.7010, -3.2169, 3.0990], [0.4394, -3.7483, 2.6894], [3.0764, -4.9999, 3.5649], [1.8324, -4.1468, 4.9913], [3.2359, -3.1309, 4.4579], [2.3253, -3.0315, 2.2510], [1.4853, -2.2426, 3.3632], [0.4517, -4.7117, 2.7756], [3.7621, -5.3350, 4.1452]],
  "atomic_forces_ev_per_a": [[-1.19, -2.43, -1.95], [-0.29, -0.49, -1.79], [0.58, 0.39, 1.86], [-0.60, 2.79, -0.75], [-0.52, 0.13, -0.80], [0.96, 0.70, 0.88], [1.59, -1.24, 0.24], [1.39, 2.41, 2.06], [-2.46, -1.22, -1.43], [-0.51, -0.86, -0.31], [-1.00, -0.43, 0.58], [1.04, -0.15, 0.94], [-0.69, -0.36, -0.31], [1.91, 0.49, 0.83], [-1.11, -0.76, -0.37], [-2.13, -1.36, 1.81], [2.50, 1.71, 0.76], [-0.49, -0.62, -0.97], [1.42, 1.12, 0.08], [-1.13, -0.60, -0.66], [-0.56, 0.22, -0.61], [-1.50, 1.77, -1.59], [0.58, -0.07, -1.29], [0.57, 0.39, 3.96], [0.76, -0.77, -1.49], [0.14, -0.14, -0.03], [-0.37, -0.57, -1.22], [-0.16, 0.26, 1.53], [0.03, -0.76, -0.28], [-0.33, 2.78, 2.39], [-1.25, 0.23, -0.89], [0.65, -1.90, -0.73], [1.24, -0.02, 1.21], [-0.01, 0.48, -0.24], [-0.01, -0.20, -0.85], [-0.10, -0.39, -0.11], [-0.30, -0.69, -1.08], [-1.35, 0.95, 2.38], [-0.82, 0.37, -0.78], [1.00, -0.82, -0.14], [2.31, -1.84, -1.81], [0.12, -0.19, 0.53], [0.23, 0.02, -0.36], [-0.76, 0.97, 0.79], [-0.79, 0.66, -0.52], [2.25, -1.93, 1.83], [-3.27, 1.73, -2.11], [-0.73, 0.88, 0.51], [3.39, -1.02, -0.25], [1.29, -0.96, 1.12], [-0.56, 0.50, -1.42], [-1.52, 0.54, 0.85], [-0.53, 0.30, -0.25], [-0.38, -0.85, 0.40], [0.29, 0.60, -0.86], [0.36, 0.25, -0.76], [-0.19, 0.16, -0.26], [-0.60, -1.11, 0.38], [0.13, -0.13, -0.28], [0.33, 0.68, -0.21], [0.23, 0.51, 1.37], [0.90, 0.94, -0.19], [0.50, 0.68, -0.37], [0.16, -2.33, -0.14], [-1.82, -0.66, 1.49], [0.14, 0.06, -0.14], [-0.55, 0.90, -0.05], [0.17, 0.22, -0.37], [0.24, 0.41, -0.23], [0.93, -2.34, 0.26], [-0.93, 3.19, -0.48], [0.81, 1.21, -0.09], [-1.14, -0.95, 1.05], [-0.13, -0.79, -0.59], [-0.14, -0.60, 0.33], [0.69, -0.33, -0.43], [-0.17, 0.60, -0.21], [1.95, -1.31, 0.18], [-0.04, -0.44, -1.25], [-0.53, 3.02, 1.11], [-0.32, -0.06, -0.18], [-0.18, -0.69, 0.52], [0.05, -1.01, -0.60], [-0.83, 0.14, 0.31], [-0.42, -0.05, -0.34], [0.09, 0.28, -1.68], [0.78, -0.19, -0.06], [-0.01, -0.38, 1.36], [1.15, -1.22, 3.86], [0.12, 0.35, -0.51], [0.00, -0.06, -0.68], [-0.06, -0.07, 0.11], [-1.21, 1.19, -1.03], [0.59, -0.59, 1.27], [-1.64, 1.21, -3.28], [1.81, -3.04, 0.05], [-0.30, 1.73, -0.87], [-2.11, 0.74, -0.90], [-1.68, -0.64, -0.75], [0.22, -0.19, 0.48], [-0.06, 0.13, -0.03], [-0.04, 0.55, -0.44], [0.23, -0.81, 0.18], [-0.37, 1.11, 0.84], [-0.35, 0.02, 0.36], [0.51, 0.00, 0.24], [0.22, -0.35, 0.29], [1.11, -0.50, 0.78], [1.75, 0.36, 0.92], [0.28, 0.35, 0.12], [-1.30, -0.97, -0.55], [0.67, 0.83, 0.27], [-0.46, 1.02, -0.63], [0.41, 0.20, 0.05], [0.75, -0.62, -0.14], [-0.11, 0.06, 0.10], [-0.61, -0.06, 0.07], [-0.41, -0.27, 0.11], [0.53, -0.45, 0.41], [0.40, 0.43, 0.29], [-0.73, 1.40, 0.45], [-1.46, -0.45, 0.68], [1.15, -0.10, 0.36], [-0.12, -0.16, -0.64], [0.71, -0.11, -0.39], [-0.03, -1.15, -0.75], [0.96, 0.59, 0.08], [-0.65, 0.31, 0.97], [0.94, -0.01, -0.49], [-0.18, -0.23, -0.07], [1.27, -1.76, 1.29], [-1.19, 0.68, -1.83], [0.04, -0.77, 0.22], [-0.27, 0.08, -0.08], [0.15, 0.26, -0.02], [-0.25, -0.12, 0.13], [0.64, -0.50, -0.96], [-0.75, 2.14, 1.03], [0.16, 0.13, 0.03], [0.26, -0.28, 0.20]]
}

---

Entry 2:
{
  "formula": "C26H72BF4KN6O7",
  "method": "ωB97M-V with the def2-TZVPD basis set",
  "gap_ev": 8.29,
  "lumo_energy_ev": -0.238,
  "e_tot_ha": -2913.43612,
  "mol_weight_g_mol": 706.799,
  "charge": 0,
  "max_force_ev_per_a": 3.10,
  "species": ["K", "B", "F", "F", "F", "F", "C", "C", "C", "O", "C", "N", "H", "H", "H", "H", "H", "H", "H", "H", "H", "H", "H", "C", "C", "C", "O", "C", "N", "H", "H", "H", "H", "H", "H", "H", "H", "H", "H", "H", "C", "C", "C", "O", "C", "N", "H", "H", "H", "H", "H", "H", "H", "H", "H", "H", "H", "C", "C", "C", "O", "C", "N", "H", "H", "H", "H", "H", "H", "H", "H", "H", "H", "H", "C", "C", "C", "O", "C", "N", "H", "H", "H", "H", "H", "H", "H", "H", "H", "H", "H", "C", "C", "C", "O", "C", "N", "H", "H", "H", "H", "H", "H", "H", "H", "H", "H", "H", "C", "C", "O", "H", "H", "H", "H", "H", "H"],
  "positions_angstrom": [[-14.2977, -5.1103, 11.0446], [-14.4518, -7.9533, 12.7203], [-14.5972, -8.6053, 13.9555], [-13.9565, -8.8101, 11.7687], [-15.6480, -7.3967, 12.1892], [-13.5171, -6.9249, 12.9807], [-9.1184, -5.6154, 10.8917], [-10.4401, -5.6566, 10.1888], [-10.3506, -6.5971, 8.9717], [-11.5486, -6.5061, 8.2044], [-11.4495, -7.1456, 6.9326], [-11.4700, -6.0546, 11.1253], [-9.1540, -4.8470, 11.6158], [-8.2575, -5.2601, 10.2729], [-8.9059, -6.5997, 11.2772], [-10.7327, -4.7002, 9.7347], [-10.2184, -7.6466, 9.3190], [-9.5231, -6.2699, 8.3549], [-12.4122, -7.0446, 6.4066], [-11.2889, -8.2201, 7.0167], [-10.6456, -6.7048, 6.3214], [-11.9886, -6.8672, 10.8263], [-11.0746, -6.2932, 12.0312], [-17.1019, -10.7535, 16.6291], [-17.2705, -10.4454, 15.1506], [-18.4751, -11.1591, 14.5020], [-18.5116, -10.9785, 13.0638], [-19.8249, -11.0088, 12.5133], [-17.4681, -9.0385, 14.9663], [-17.0388, -11.8194, 16.8268], [-17.9212, -10.3665, 17.1990], [-16.2041, -10.2433, 16.9847], [-16.3936, -10.8193, 14.6459], [-19.4053, -10.7686, 14.9544], [-18.4503, -12.2315, 14.7537], [-20.2602, -11.9488, 12.7744], [-19.7788, -10.8705, 11.4274], [-20.3796, -10.2367, 12.9975], [-17.3663, -8.8215, 13.9668], [-16.7101, -8.5537, 15.4678], [-14.7231, -8.5107, 7.2974], [-15.7496, -9.4027, 7.9606], [-15.1252, -10.2616, 9.1308], [-15.9199, -11.4601, 9.2127], [-15.6513, -12.3415, 10.2956], [-16.8991, -8.5896, 8.4427], [-15.1584, -7.6817, 6.6996], [-14.0629, -9.0969, 6.6527], [-14.0885, -8.0842, 8.0918], [-16.0533, -10.1355, 7.2049], [-15.2544, -9.6998, 10.0947], [-14.0614, -10.4947, 8.9060], [-14.7337, -12.8755, 10.2236], [-16.5207, -13.0099, 10.4947], [-15.5752, -11.7287, 11.1846], [-17.7528, -8.8633, 7.9715], [-17.1250, -8.8841, 9.3911], [-12.0213, -13.4524, 13.1925], [-12.0703, -12.1215, 13.9073], [-11.5200, -10.8770, 13.2257], [-10.1874, -11.1169, 12.9743], [-9.6129, -10.0880, 12.2414], [-13.4860, -11.9889, 14.3321], [-12.5600, -13.3846, 12.2380], [-12.5505, -14.1013, 13.8910], [-11.0166, -13.8085, 12.9497], [-11.4895, -12.2974, 14.8069], [-11.7739, -10.0847, 13.9427], [-12.0752, -10.5828, 12.3452], [-10.0722, -9.1295, 12.5031], [-9.7739, -10.3125, 11.1714], [-8.5320, -10.1082, 12.4613], [-14.0983, -12.0984, 13.5098], [-13.6662, -11.1188, 14.7831], [-20.7091, -5.1743, 8.4920], [-19.7869, -6.3845, 8.7234], [-18.8825, -6.0645, 9.8855], [-19.6338, -5.9975, 11.0958], [-18.7977, -6.0769, 12.2666], [-20.5874, -7.6136, 8.9937], [-21.4019, -5.0254, 9.3044], [-21.3303, -5.4208, 7.6048], [-20.1710, -4.2092, 8.3376], [-19.1769, -6.6303, 7.8351], [-18.3233, -5.1354, 9.6727], [-18.1435, -6.8495, 9.9648], [-18.0404, -5.2817, 12.3425], [-18.2548, -7.0718, 12.2703], [-19.4640, -5.9688, 13.1172], [-21.2716, -7.4737, 9.7658], [-21.1599, -7.6691, 8.1694], [-14.8235, -4.6359, 15.9591], [-14.9994, -4.5155, 14.4529], [-16.0857, -3.4788, 14.1735], [-16.5312, -3.4633, 12.8009], [-17.6730, -2.6594, 12.4019], [-13.7566, -4.1889, 13.8009], [-14.0663, -5.3587, 16.3156], [-15.7911, -4.8847, 16.4198], [-14.4699, -3.6830, 16.3585], [-15.3431, -5.4803, 13.9971], [-15.7128, -2.4414, 14.4033], [-16.9480, -3.7303, 14.8221], [-18.0890, -3.1836, 11.4994], [-17.2817, -1.6707, 12.0272], [-18.4330, -2.5122, 13.1192], [-13.1130, -4.9194, 13.8737], [-13.3355, -3.4140, 14.3192], [-9.9723, -5.2535, 14.6443], [-10.4012, -6.5473, 15.4727], [-11.8088, -6.5803, 15.5812], [-10.4534, -5.2609, 13.6518], [-8.9131, -5.2735, 14.3880], [-10.2586, -4.4416, 15.2602], [-10.0204, -6.5625, 16.5107], [-9.9970, -7.4476, 14.9510], [-12.2066, -7.1935, 14.9420]],
  "atomic_forces_ev_per_a": [[-0.07, -0.10, 0.45], [-0.23, -0.51, 0.75], [-0.50, 0.01, -0.28], [0.56, -0.41, -0.54], [0.22, 0.28, 0.45], [0.29, 0.68, -0.39], [1.12, 0.69, -1.42], [-0.29, -0.54, -1.66], [-0.71, -0.24, 0.44], [-0.01, -0.11, -0.14], [-0.36, 0.19, -0.04], [-0.52, 0.03, 0.54], [-0.12, 0.43, 1.45], [-0.73, -0.61, -0.01], [0.27, -0.20, 0.45], [0.33, 0.18, 0.27], [0.18, 0.40, -0.23], [0.47, -0.09, -0.19], [0.38, 0.27, 0.32], [0.25, -0.15, 0.23], [-0.17, -0.06, 0.18], [-0.03, -0.28, -0.15], [-0.21, 0.04, -0.18], [0.10, -0.05, -0.38], [-1.02, -0.89, -0.50], [-0.40, -0.22, 0.04], [0.70, 0.18, 0.69], [1.22, -0.03, 0.42], [0.55, 1.22, -0.10], [0.23, -0.13, -0.03], [-0.68, 0.31, 0.33], [0.08, -0.21, 0.04], [0.63, -0.17, -0.40], [0.26, 0.12, -0.18], [0.10, 0.03, -0.27], [-0.64, -0.85, -0.13], [0.11, 0.00, 0.34], [-0.79, 0.77, 0.06], [0.03, 0.03, 0.60], [-0.45, -0.07, -0.61], [0.66, 0.54, 0.31], [-0.10, -0.66, 0.45], [-1.12, 0.22, -0.19], [0.15, -0.18, -0.52], [-1.29, 1.22, 0.67], [0.04, -0.64, 0.35], [0.07, -0.60, 0.44], [-0.02, 0.01, -0.01], [-0.08, 0.23, -0.31], [-0.33, 0.01, 0.19], [0.59, -0.37, -0.75], [-0.47, 0.12, 0.30], [0.80, -0.68, -0.50], [0.65, 0.39, -0.67], [0.09, 0.18, 0.61], [0.02, 0.08, -0.41], [0.25, 0.14, 0.09], [0.08, 0.23, -0.68], [-1.06, -0.34, 0.34], [-1.56, -1.03, 0.86], [0.55, 0.03, 0.60], [0.72, -0.22, -0.62], [0.38, -0.69, -0.89], [-0.14, -0.16, 0.14], [0.19, -0.47, -0.42], [-0.09, 0.07, 0.29], [0.24, 0.38, 0.37], [0.79, 0.51, 0.11], [-0.26, -0.25, -0.71], [0.25, 0.16, -0.08], [0.14, 0.47, 0.11], [-0.39, 0.30, -0.21], [0.34, 0.36, 0.64], [-0.27, 0.76, 0.11], [0.05, -0.02, -1.44], [-0.92, 0.29, 0.80], [0.41, -0.47, 0.42], [0.68, 0.49, 0.02], [0.22, -0.93, -0.63], [-0.05, 0.60, 0.37], [-0.07, -0.10, 0.52], [0.28, 0.53, 0.29], [-0.26, -0.74, -0.09], [-0.14, 0.40, 0.39], [-0.23, 0.03, 0.20], [0.35, -0.36, 0.17], [-0.17, -0.14, -0.35], [-0.61, 1.01, 0.19], [-0.02, -0.26, 0.09], [0.97, 0.13, -0.56], [-0.42, -0.55, -0.34], [-0.28, -0.34, 0.66], [-0.53, -1.06, -0.45], [-0.71, 1.16, -0.24], [-0.11, -0.47, 0.04], [2.24, -0.09, -2.14], [-0.38, 2.27, -0.63], [-0.40, 0.04, -0.68], [0.33, 0.08, 0.11], [-0.23, 0.23, 0.03], [0.11, 0.61, 0.56], [-0.26, -0.81, 0.16], [0.29, 0.32, -0.20], [0.18, 0.44, 0.94], [-0.49, -0.70, 0.56], [-0.69, -0.07, 1.12], [1.06, -1.60, 0.25], [-0.05, -0.07, -0.35], [-0.06, -2.53, 0.09], [0.67, 0.29, -1.22], [-0.48, -0.29, -0.14], [-0.32, 0.17, 0.66], [0.20, 0.19, 0.51], [-0.12, 1.22, 0.13], [0.13, 0.29, -0.60], [-0.34, 0.43, 0.41], [0.18, 0.29, 0.13]]
}